A structure of composition C37H36Cl2N5O2P2Pd in a non-equilibrium geometry. Source: the Open Molecules 2025 dataset; level of theory: ωB97M-V with the def2-TZVPD basis set.

Geometry (Å):
Pd 0.300 0.089 0.089
Cl 6.434 1.695 4.360
C 5.312 1.541 3.166
C 5.465 2.258 1.973
C 4.514 2.124 1.004
Cl 4.631 2.935 -0.440
C 3.303 1.241 1.206
O 2.447 1.190 0.360
C 3.234 0.473 2.477
C 2.152 -0.523 2.792
O 1.259 -0.851 2.054
C 4.187 0.633 3.397
H 6.324 2.901 1.827
H 2.228 -0.986 3.789
H 4.145 0.088 4.335
N -2.335 1.157 -0.167
P -1.103 1.758 0.787
C -1.560 1.456 2.492
C -2.913 1.481 2.834
C -3.300 1.221 4.139
C -2.342 0.940 5.108
C -0.993 0.947 4.780
C -0.606 1.206 3.473
C -1.116 3.520 0.594
C -2.103 4.162 -0.151
C -2.168 5.550 -0.133
C -1.236 6.282 0.581
C -0.226 5.642 1.293
C -0.162 4.261 1.300
P -1.648 -0.035 -1.100
C -2.321 0.191 -2.728
C -3.716 0.149 -2.804
C -4.319 0.348 -4.034
C -3.541 0.573 -5.169
C -2.156 0.596 -5.088
C -1.537 0.409 -3.859
C -2.288 -1.621 -0.560
C -2.607 -1.843 0.779
C -3.068 -3.088 1.182
C -3.181 -4.122 0.259
C -2.852 -3.910 -1.076
C -2.413 -2.660 -1.487
H -3.115 1.707 -0.503
H -3.670 1.695 2.087
H -4.349 1.244 4.405
H -2.650 0.732 6.125
H -0.251 0.756 5.546
H 0.445 1.258 3.222
H -2.827 3.621 -0.743
H -2.948 6.054 -0.688
H -1.290 7.363 0.578
H 0.504 6.223 1.841
H 0.617 3.763 1.868
H -4.325 -0.063 -1.931
H -5.398 0.316 -4.111
H -4.025 0.729 -6.125
H -1.559 0.763 -5.975
H -0.456 0.450 -3.786
H -2.526 -1.041 1.508
H -3.353 -3.248 2.215
H -3.542 -5.092 0.578
H -2.958 -4.711 -1.797
H -2.204 -2.488 -2.538
C 2.908 -2.043 -0.146
N 1.693 -1.534 -0.869
C 2.123 -1.137 -2.250
N 2.727 -2.251 -2.936
C 3.925 -2.704 -2.199
N 3.507 -3.130 -0.859
C 2.598 -4.263 -0.969
N 1.410 -3.796 -1.724
C 0.770 -2.708 -1.015
C 1.795 -3.366 -3.083
H 2.621 -2.374 0.848
H 3.635 -1.229 -0.074
H 2.847 -0.327 -2.163
H 1.257 -0.782 -2.808
H 4.637 -1.884 -2.113
H 4.384 -3.537 -2.725
H 2.305 -4.594 0.026
H 3.075 -5.081 -1.501
H 0.459 -3.038 -0.023
H -0.103 -2.400 -1.571
H 0.915 -3.043 -3.639
H 2.269 -4.187 -3.613

Output
Charge: +3
Multiplicity: 1
Energy relative to the best compared isomer or geometry (same formula, charge and spin) in kJ/mol: 143.3
LUMO level in eV: -12.52
Kohn-Sham gap in eV: 2.816
Max |F| in Eh/bohr: 0.0279